1.
C39H82ClN7 | the ωB97M-V functional and the def2-TZVPD basis

Its total charge is +4. The HOMO energy comes out at -19.08 eV. For the LUMO energy, the calculation gives -17.468 eV. As for the total energy: -2376.1875 Ha.

Atoms and positions in Å:
Cl  0.108  -0.856  -0.964
N  -0.361  2.597  -0.845
N  0.341  0.663  3.243
N  -1.177  -0.456  2.027
N  2.465  -1.848  2.090
N  1.046  0.284  -3.683
N  2.807  0.455  -2.259
N  -2.837  -2.028  -1.360
C  -1.099  0.809  -4.925
C  1.858  -0.413  -2.775
C  -2.491  1.459  -0.277
C  0.643  0.913  1.917
C  2.924  -0.648  1.248
C  3.644  0.176  -1.028
C  -1.022  2.025  -2.128
C  0.764  1.633  -0.295
C  4.652  -2.025  3.456
C  -3.758  -1.867  -5.303
C  -3.887  -0.575  0.282
C  1.444  -3.076  0.359
C  -1.616  2.640  0.101
C  2.649  1.673  -2.841
C  -4.352  -1.975  -1.725
C  -2.258  -1.215  1.674
C  -2.027  0.989  -1.664
C  0.391  2.964  4.354
C  0.875  6.117  -0.044
C  1.033  6.865  1.318
C  -0.311  0.284  1.216
C  4.908  -2.320  6.113
C  0.946  -1.882  2.273
C  0.441  4.762  0.224
C  -2.040  -3.084  -3.658
C  -2.659  -0.717  -0.604
C  3.090  -1.912  3.527
C  -2.491  -3.235  -0.485
C  -0.133  -0.239  -4.300
C  -0.715  -0.228  3.347
C  0.131  4.015  -1.030
C  2.642  -3.219  1.332
C  0.274  -2.495  1.086
C  1.545  1.603  -3.685
C  5.193  -2.818  4.639
C  -5.016  -1.168  -0.582
C  -1.967  -1.915  -2.679
C  0.851  1.486  4.320
C  -3.372  -3.183  -4.548
H  1.666  -1.458  -2.586
H  2.115  6.923  1.431
H  3.298  2.460  -2.486
H  0.605  1.027  5.277
H  -0.970  -1.850  -2.243
H  5.744  -2.530  6.781
H  -4.664  -1.978  -5.899
H  2.597  -4.022  2.068
H  2.334  -0.407  0.364
H  4.901  -1.237  6.237
H  1.065  2.399  -4.235
H  -1.825  -3.997  -3.102
H  -5.683  -1.728  0.074
H  2.908  0.274  1.830
H  -0.679  3.038  4.546
H  0.612  -2.352  3.198
H  1.811  6.093  -0.602
H  -1.340  2.766  1.148
H  1.682  -2.332  -0.403
H  0.638  0.551  -0.268
H  -1.967  -1.923  0.899
H  -2.365  0.631  0.422
H  0.968  3.775  -1.686
H  -3.509  1.845  -0.212
H  0.545  -0.928  2.615
H  -2.598  0.101  -1.322
H  -0.715  -0.710  -3.509
H  5.049  -2.544  2.583
H  1.147  -3.988  -0.159
H  0.952  2.081  0.680
H  -3.037  -0.590  1.237
H  -1.581  -0.005  -1.639
H  4.553  -0.386  -1.239
H  3.876  -0.809  0.742
H  -2.998  -1.612  -6.041
H  0.167  6.811  -0.497
H  1.307  4.363  0.752
H  -1.856  -0.685  0.133
H  -0.259  1.472  -2.677
H  -4.214  -3.468  -3.917
H  1.634  1.831  -0.921
H  -3.271  -4.109  -5.115
H  -4.675  -3.015  -1.686
H  5.147  -1.054  3.467
H  4.091  -2.757  6.686
H  -1.456  -3.047  -0.200
H  -2.665  -1.771  2.519
H  -2.530  -4.058  -1.198
H  2.809  -2.808  4.081
H  -3.742  -1.332  1.052
H  -2.122  3.580  -0.118
H  3.622  -3.319  0.865
H  -0.569  1.520  -5.560
H  0.125  -1.053  -4.977
H  4.667  -3.772  4.605
H  -5.504  -0.323  -1.068
H  -3.952  -1.048  -4.611
H  -3.998  0.449  0.638
H  -1.772  0.248  -5.573
H  -1.256  -2.946  -4.402
H  -2.093  -0.902  -3.060
H  1.941  1.492  4.320
H  -2.914  0.928  -2.295
H  2.736  -1.061  4.108
H  -0.543  4.651  -1.604
H  -1.273  -0.510  4.227
H  3.194  -0.577  -0.381
H  0.791  3.439  3.458
H  0.493  6.439  2.164
H  -0.416  0.057  0.166
H  0.613  7.852  1.125
H  0.900  3.554  5.116
H  -3.218  -3.308  0.324
H  3.874  1.083  -0.469
H  1.512  1.523  1.720
H  -4.541  -1.307  -2.565
H  -1.707  1.388  -4.230
H  -0.282  -1.713  0.568
H  -0.452  4.895  0.834
H  6.276  -2.801  4.515
H  -1.444  2.886  -2.645
H  -0.390  -3.310  1.371

Atom charges from the Löwdin analysis, given in e for atoms 1 to 8: Cl 0.75; N -0.13; N -0.04; N -0.04; N -0.14; N -0.05; N -0.06; N -0.13

2.
C5H9NO | the ωB97M-V functional and the def2-TZVPD basis

Its SMILES is CC[C@@H](O)CC#N. The HOMO energy comes out at -10.79 eV. For the LUMO energy, the calculation gives 0.700 eV. As for the total energy: -325.8923 Ha.

Atoms and positions in Å:
O  -1.299  1.859  0.195
N  2.820  -0.448  -0.795
C  0.878  1.255  -0.325
C  -0.033  -1.729  0.120
C  1.933  0.264  -0.577
C  -0.691  -0.460  0.680
C  -0.568  0.734  -0.265
H  -0.242  -0.165  1.639
H  -0.665  -2.165  -0.662
H  -0.912  0.447  -1.274
H  0.957  -1.560  -0.326
H  -1.757  -0.657  0.889
H  0.974  2.027  -1.096
H  -2.232  1.612  0.250
H  1.085  1.721  0.646
H  0.114  -2.469  0.912

Atom charges from the Löwdin analysis, given in e for atoms 1 to 8: O -0.04; N 0.15; C -0.11; C -0.10; C -0.23; C -0.20; C -0.41; H 0.12

3.
C8H12BN4S2SbSe4Sn | the ωB97M-V functional and the def2-TZVPD basis

The HOMO energy comes out at -7.72 eV. For the LUMO energy, the calculation gives -1.900 eV. As for the total energy: -11412.7085 Ha.

Atoms and positions in Å:
Sb  3.551  4.152  0.156
Sn  1.117  1.653  0.305
Se  4.388  4.349  -2.046
Se  3.540  1.531  0.670
Se  4.043  5.214  2.208
Se  0.906  4.078  -0.057
S  1.084  -0.934  0.369
S  -1.416  1.535  0.236
N  -2.047  -1.090  0.795
N  1.080  -1.216  -2.333
N  -0.931  -1.403  -1.523
N  -1.645  0.108  2.559
C  -1.330  1.253  3.409
C  0.242  -1.429  -3.399
C  -1.903  -1.169  2.996
C  -1.005  -1.541  -2.889
C  2.531  -1.047  -2.414
C  -2.156  -1.909  1.889
C  0.347  -1.192  -1.194
C  -1.732  0.137  1.215
B  -2.272  -1.544  -0.679
H  -2.046  2.053  3.241
H  -1.947  -1.705  -3.381
H  2.826  -1.214  -3.446
H  -3.093  -0.840  -1.213
H  -2.399  -2.951  1.786
H  0.605  -1.480  -4.409
H  -1.892  -1.430  4.039
H  -0.331  1.627  3.195
H  3.023  -1.768  -1.768
H  -2.591  -2.710  -0.651
H  2.827  -0.046  -2.110
H  -1.374  0.925  4.443

Atom charges from the Löwdin analysis, given in e for atoms 1 to 8: Sb -0.20; Sn 0.12; Se -0.13; Se 0.05; Se -0.12; Se 0.05; S 0.61; S 0.61

4.
C3H5NO2 | the ωB97M-V functional and the def2-TZVPD basis

Its SMILES is [NH3+]C(=O)/C=C/[O-]. The HOMO energy comes out at -8.60 eV. For the LUMO energy, the calculation gives 0.080 eV. As for the total energy: -322.4935 Ha.

Atoms and positions in Å:
O  -1.001  1.182  -1.315
O  2.991  -0.279  -0.434
N  -1.589  -0.252  0.609
C  1.910  0.239  -0.658
C  0.640  -0.354  -0.347
C  -0.520  0.320  -0.648
H  0.609  -1.348  0.091
H  -0.812  -0.437  1.248
H  1.837  1.271  -1.065
H  -2.157  -1.071  0.400
H  -2.174  0.518  0.927

Atom charges from the Löwdin analysis, given in e for atoms 1 to 8: O 0.09; O -0.01; N 0.17; C -0.33; C -0.10; C -0.41; H 0.11; H 0.11

5.
C5H9NO | the ωB97M-V functional and the def2-TZVPD basis

Its SMILES is C[C@H]1N[C@H]1CC=O. The HOMO energy comes out at -8.82 eV. For the LUMO energy, the calculation gives 0.665 eV. As for the total energy: -325.7785 Ha.

Atoms and positions in Å:
O  -0.917  2.352  1.325
N  0.001  -1.672  -0.737
C  -0.613  1.212  1.613
C  -0.181  -0.272  1.354
C  -0.739  -0.746  0.088
C  -0.167  -0.287  -1.196
C  1.091  0.539  -1.334
H  -0.914  -0.099  -1.966
H  1.842  0.245  -0.595
H  1.531  0.378  -2.325
H  0.942  -0.360  1.361
H  -1.821  -0.801  0.163
H  -0.489  -0.840  2.256
H  -0.640  -2.304  -1.201
H  0.206  1.036  2.415
H  0.885  1.609  -1.221

Atom charges from the Löwdin analysis, given in e for atoms 1 to 8: O 0.06; N 0.07; C -0.22; C -0.15; C -0.35; C -0.32; C -0.05; H 0.14

6.
C55H45IInN10O2PS | the ωB97M-V functional and the def2-TZVPD basis

The HOMO energy comes out at -7.25 eV. For the LUMO energy, the calculation gives -0.915 eV. As for the total energy: -4048.2810 Ha.

Atoms and positions in Å:
I  1.422  1.407  1.953
In  -0.054  -0.267  -0.250
S  1.925  -1.777  -0.611
P  -2.265  -1.870  -2.147
O  -0.178  -1.737  1.408
O  -5.037  -1.057  3.828
N  -0.832  2.133  -0.558
N  3.769  -1.559  -2.442
N  1.255  0.703  -2.217
N  -1.726  -0.625  -1.401
N  4.592  -0.948  -3.291
N  2.399  0.254  -2.439
N  -8.299  4.732  -4.549
N  -2.179  -4.405  2.633
N  -2.439  3.334  -1.460
N  -1.582  0.514  1.725
C  6.539  1.959  -4.379
C  -0.355  2.488  2.323
C  -4.057  4.951  -2.281
C  -1.541  -2.294  -3.780
C  -5.254  5.237  -2.907
C  -3.485  -5.560  -0.781
C  5.912  0.725  -4.371
C  -3.677  3.630  -2.061
C  -2.292  -6.264  -0.796
C  -2.064  2.120  -0.987
C  0.131  3.762  -4.850
C  -3.388  -3.804  2.716
C  -0.595  -1.447  -4.342
C  -1.233  -2.336  1.814
C  4.869  1.273  -2.272
C  -1.421  4.535  2.952
C  -6.084  -0.663  -1.553
C  -5.796  -0.724  -3.941
C  5.513  2.497  -2.285
C  -1.581  1.849  2.125
C  -2.482  -1.695  2.028
C  -0.410  1.801  -3.566
C  -2.533  -0.271  2.109
C  -3.505  -4.212  -1.113
C  -4.524  2.595  -2.457
C  -3.589  -2.478  2.455
C  -4.792  -1.136  -1.392
C  0.202  -4.376  2.188
C  -1.119  -4.268  -1.431
C  -0.028  -1.740  -5.575
C  -2.733  2.619  2.325
C  1.440  3.702  -4.391
C  -2.322  -3.562  -1.451
C  -0.263  3.804  2.738
C  1.830  2.701  -3.519
C  -6.589  -0.463  -2.834
C  5.081  0.362  -3.309
C  -6.095  4.203  -3.317
C  -0.369  3.413  -0.746
C  0.897  1.754  -3.089
C  -1.334  -3.756  -5.683
C  -0.790  2.808  -4.437
C  -4.001  -1.436  -2.504
C  -1.147  -3.725  2.212
C  -1.907  -3.457  -4.458
C  -4.954  -1.878  2.663
C  -1.106  -5.614  -1.110
C  -0.399  -2.896  -6.245
C  -5.726  2.881  -3.072
C  6.355  2.848  -3.331
C  -1.350  4.173  -1.296
C  -2.655  3.940  2.732
C  -7.321  4.495  -3.993
C  2.769  -0.941  -1.878
C  -4.505  -1.215  -3.779
H  -7.602  -0.102  -2.966
H  -1.112  1.034  -3.257
H  -4.689  -1.559  4.572
H  -6.699  -0.449  -0.687
H  -1.806  2.843  -4.811
H  4.232  1.010  -1.441
H  2.167  4.431  -4.727
H  -0.196  -3.759  -1.692
H  0.707  4.263  2.878
H  0.700  -1.066  -6.008
H  0.631  3.707  -0.471
H  -4.443  -3.675  -1.131
H  -2.685  1.237  -0.976
H  -4.410  -6.062  -0.528
H  5.358  3.184  -1.462
H  2.844  2.643  -3.143
H  -5.230  -1.225  1.833
H  6.071  0.026  -5.184
H  -0.172  -6.162  -1.116
H  -0.295  -0.560  -3.800
H  0.094  -5.458  2.193
H  -2.634  -4.129  -4.018
H  -3.417  5.763  -1.969
H  -3.701  2.170  2.141
H  -4.238  1.560  -2.312
H  5.105  -1.609  -3.847
H  0.771  -4.071  3.071
H  -2.284  -7.320  -0.558
H  -1.613  -4.666  -6.199
H  0.045  -3.132  -7.204
H  -6.380  2.074  -3.373
H  -5.546  6.263  -3.084
H  -6.184  -0.547  -4.936
H  -0.173  4.547  -5.531
H  -3.367  0.135  2.685
H  -3.568  4.500  2.890
H  6.868  3.801  -3.325
H  0.764  -4.043  1.317
H  7.181  2.228  -5.208
H  -1.339  5.204  -1.598
H  -3.890  -1.427  -4.645
H  -4.369  -1.273  -0.402
H  -4.202  -4.439  3.051
H  -5.689  -2.688  2.718
H  -1.357  5.564  3.281

Atom charges from the Löwdin analysis, given in e for atoms 1 to 8: I 1.11; In 0.37; S 0.67; P 0.77; O -0.22; O -0.06; N 0.01; N 0.05